Here is a cluster of 7 separate species, C40H48ClF5IN9OP in total from the Open Molecules 2025 dataset. Energies are from wB97M-V/def2-TZVPD.

Last column: Löwdin charge in e.
Atoms and positions in Å:
C: 3.651 5.797 3.782  -0.09
C: 2.144 6.103 3.632  -0.23
C: 1.303 4.835 3.392  -0.19
C: 0.844 4.160 4.699  -0.15
N: 1.192 2.735 4.887  0.05
C: 0.842 1.872 3.880  -0.25
C: -0.366 1.351 3.480  -0.08
C: -1.711 1.612 4.133  -0.46
F: -2.220 0.429 4.553  0.10
F: -1.440 2.336 5.234  0.13
C: -2.737 2.355 3.307  -0.11
C: -3.790 1.678 2.681  -0.05
C: -4.746 2.376 1.949  -0.02
C: -4.677 3.761 1.830  0.02
C: -3.636 4.431 2.468  -0.09
C: -3.532 5.929 2.383  -0.61
F: -2.569 6.308 1.540  0.16
F: -4.663 6.485 1.968  0.16
F: -3.231 6.460 3.577  0.15
C: -2.680 3.740 3.206  0.06
N: -0.093 0.506 2.414  -0.39
I: -1.430 -0.743 1.476  1.18
C: 1.210 0.464 2.142  -0.47
P: 1.974 -0.670 0.870  0.89
C: 3.621 -0.025 0.460  -0.29
O: 1.110 -0.234 -0.476  -0.40
N: 1.782 1.305 3.029  -0.39
Cl: 3.432 1.547 3.216  0.88
H: 4.034 6.118 4.744  0.07
H: 3.840 4.728 3.715  0.04
H: 4.231 6.271 2.999  0.07
H: 1.785 6.626 4.511  0.10
H: 2.026 6.719 2.748  0.10
H: 0.421 5.112 2.818  0.10
H: 1.894 4.171 2.765  0.09
H: 1.222 4.717 5.548  0.13
H: -0.233 4.218 4.768  0.08
H: 2.151 2.606 5.178  0.10
H: -3.893 0.616 2.810  0.08
H: -5.561 1.832 1.501  0.12
H: -5.443 4.276 1.276  0.11
H: -1.898 4.292 3.703  0.11
H: 3.747 1.048 0.577  0.02
H: 4.376 -0.513 1.066  0.05
H: 3.822 -0.258 -0.584  0.05
H: 1.570 0.528 -0.860  0.07
N: 2.287 -1.605 -2.920  -0.01
C: 2.728 -2.897 -2.825  -0.14
C: 3.765 -3.052 -3.705  -0.10
C: 3.957 -1.806 -4.359  -0.10
C: 3.031 -0.934 -3.855  -0.14
H: 1.534 -1.215 -2.384  0.10
H: 2.270 -3.592 -2.141  0.11
H: 4.324 -3.958 -3.862  0.07
H: 4.690 -1.577 -5.114  0.08
H: 2.839 0.102 -4.081  0.11
N: 6.114 -6.380 -3.582  0.00
C: 7.372 -6.916 -3.643  -0.14
C: 7.924 -6.831 -2.394  -0.11
C: 6.960 -6.220 -1.546  -0.12
C: 5.855 -5.954 -2.307  -0.15
H: 5.478 -6.314 -4.355  0.14
H: 7.762 -7.313 -4.564  0.11
H: 8.908 -7.172 -2.118  0.09
H: 7.065 -6.003 -0.495  0.08
H: 4.911 -5.505 -2.052  0.10
N: 7.948 -7.188 2.538  0.00
C: 6.840 -7.830 2.056  -0.15
C: 6.058 -8.176 3.125  -0.11
C: 6.719 -7.721 4.299  -0.11
C: 7.883 -7.117 3.904  -0.15
H: 8.698 -6.831 1.977  0.14
H: 6.706 -7.989 1.000  0.10
H: 5.117 -8.699 3.073  0.09
H: 6.382 -7.831 5.316  0.09
H: 8.667 -6.649 4.473  0.10
N: -8.393 4.626 0.098  0.00
C: -8.823 3.649 -0.760  -0.14
C: -9.505 2.716 -0.025  -0.12
C: -9.490 3.150 1.330  -0.11
C: -8.797 4.329 1.373  -0.15
H: -7.867 5.438 -0.168  0.14
H: -8.610 3.703 -1.814  0.11
H: -9.969 1.824 -0.413  0.09
H: -9.938 2.652 2.173  0.09
H: -8.559 4.982 2.195  0.11
N: -12.667 2.053 -1.644  0.00
C: -13.096 1.080 -2.505  -0.14
C: -13.776 0.143 -1.773  -0.11
C: -13.757 0.570 -0.417  -0.11
C: -13.067 1.751 -0.371  -0.15
H: -12.138 2.865 -1.903  0.14
H: -12.885 1.138 -3.559  0.10
H: -14.238 -0.747 -2.165  0.09
H: -14.201 0.067 0.426  0.09
H: -12.826 2.401 0.452  0.10
N: 5.696 -2.889 -7.808  0.00
C: 5.555 -3.876 -8.746  -0.14
C: 5.208 -3.283 -9.929  -0.11
C: 5.139 -1.882 -9.697  -0.11
C: 5.445 -1.671 -8.381  -0.15
H: 5.945 -3.037 -6.848  0.13
H: 5.715 -4.910 -8.493  0.10
H: 5.026 -3.795 -10.859  0.09
H: 4.893 -1.119 -10.416  0.09
H: 5.509 -0.763 -7.806  0.10

Calculated values
Kohn-Sham gap: 4.7 eV
Net charge: +1
Spin multiplicity: 1
LUMO: -4.64 eV

***

Here is a structure of composition C6H10O2P from the Open Molecules 2025 dataset. Energies are from wB97M-V/def2-TZVPD.

Last column: natural (NBO) charge in e.
Atoms and positions in Å:
C: -1.841 1.460 0.242  0.73
C: 1.314 -0.266 -1.219  -0.39
C: 0.117 0.606 -1.441  -0.43
C: 1.025 -1.229 0.003  -0.45
C: -0.447 0.994 -0.142  -0.25
C: -0.303 -0.806 0.517  -0.45
O: -2.240 1.028 1.346  -0.77
O: -2.568 2.100 -0.505  -0.74
P: -0.800 -0.542 2.358  0.42
H: 1.485 -0.794 -2.137  0.19
H: 2.188 0.245 -0.895  0.19
H: 0.327 1.599 -1.975  0.21
H: -0.599 -0.053 -1.997  0.19
H: 0.832 -2.219 -0.402  0.20
H: 1.965 -1.136 0.598  0.20
H: 0.373 1.623 0.384  0.19
H: -1.098 -1.223 -0.155  0.20
H: 0.238 0.330 2.516  -0.07
H: 0.030 -1.717 2.902  -0.16

Calculated values
Kohn-Sham gap: 7.4 eV
Energy above the lowest of the compared OMol25 structures with the same formula, charge and spin: 333.5 kJ/mol
Net charge: -1
Spin multiplicity: 1
LUMO: 3.79 eV

***

Here is a structure of composition C31H34AsN2O2PPtS from the Open Molecules 2025 dataset. Energies are from wB97M-V/def2-TZVPD.

Last column: Löwdin charge in e.
Atoms and positions in Å:
Pt: -0.009 0.667 -0.312  1.10
C: -3.560 2.467 1.417  -0.04
C: -4.466 1.423 1.291  -0.04
C: -4.083 0.250 0.664  0.00
C: -2.788 0.120 0.164  -0.20
C: -1.872 1.166 0.303  -0.34
C: -2.265 2.341 0.925  -0.16
C: -2.312 -1.067 -0.551  -0.20
C: -3.075 -2.243 -0.684  0.03
C: -2.576 -3.287 -1.399  0.05
C: -1.334 -3.165 -2.059  -0.14
C: -0.829 -4.191 -2.888  0.00
C: 0.337 -4.017 -3.575  -0.03
C: 1.032 -2.799 -3.465  -0.02
C: 0.576 -1.790 -2.657  -0.03
C: -0.607 -1.961 -1.913  -0.18
N: -1.098 -0.960 -1.096  0.00
H: -3.858 3.386 1.904  0.12
H: -5.472 1.527 1.674  0.12
H: -4.800 -0.552 0.558  0.12
H: -1.574 3.164 1.060  0.07
H: -4.039 -2.310 -0.204  0.12
H: -3.136 -4.210 -1.492  0.14
H: -1.397 -5.109 -2.979  0.13
H: 0.721 -4.801 -4.213  0.12
H: 1.944 -2.653 -4.028  0.13
H: 1.132 -0.870 -2.581  0.08
O: 3.371 -1.592 -0.647  0.11
C: 2.351 -1.029 -0.332  -0.63
O: 1.940 0.100 -0.847  -0.31
C: 1.504 -1.557 0.808  -0.20
C: 1.825 -2.789 1.386  0.04
C: 1.094 -3.211 2.460  0.05
C: 0.102 -2.371 3.005  -0.13
C: -0.627 -2.733 4.164  -0.01
C: -1.528 -1.868 4.710  -0.04
C: -1.723 -0.596 4.130  -0.03
C: -1.053 -0.223 3.000  -0.01
C: -0.143 -1.116 2.395  -0.18
N: 0.538 -0.768 1.253  0.03
H: 2.634 -3.362 0.954  0.14
H: 1.283 -4.173 2.919  0.14
H: -0.440 -3.699 4.615  0.13
H: -2.077 -2.142 5.601  0.12
H: -2.407 0.100 4.597  0.12
H: -1.187 0.762 2.583  0.09
C: 1.077 2.119 -3.117  -0.20
P: -0.437 1.953 -2.155  0.72
C: -1.660 1.189 -3.231  -0.19
C: -1.014 3.631 -1.856  -0.22
H: 0.894 2.807 -3.944  0.08
H: 1.383 1.155 -3.518  0.06
H: 1.875 2.506 -2.487  0.03
H: -1.829 1.843 -4.088  0.08
H: -2.599 1.057 -2.691  0.06
H: -1.302 0.223 -3.584  0.05
H: -1.092 4.129 -2.824  0.07
H: -0.308 4.171 -1.227  0.04
H: -1.995 3.624 -1.385  0.05
C: 4.180 2.192 -0.643  -0.21
As: 3.132 2.183 0.963  0.87
C: 3.640 0.684 2.048  -0.19
C: 3.597 3.760 1.949  -0.24
S: 0.978 2.490 0.769  0.33
H: 5.222 2.338 -0.359  0.06
H: 3.854 3.030 -1.256  0.04
H: 4.052 1.248 -1.165  0.04
H: 4.502 0.999 2.636  0.06
H: 3.918 -0.163 1.425  0.04
H: 2.818 0.427 2.714  0.05
H: 4.674 3.754 2.111  0.06
H: 3.079 3.745 2.906  0.05
H: 3.313 4.647 1.388  0.05

Calculated values
Kohn-Sham gap: 8.1 eV
Energy above the lowest of the compared OMol25 structures with the same formula, charge and spin: 0.0 kJ/mol
Net charge: +2
Spin multiplicity: 1
LUMO: -5.91 eV

***

Here is an isolated molecule of C11H12FI from the Open Molecules 2025 dataset. Energies are from wB97M-V/def2-TZVPD.

Last column: natural (NBO) charge in e.
Atoms and positions in Å:
C: 2.991 0.848 -0.570  -0.21
C: 2.900 0.362 0.715  -0.21
C: 1.829 0.988 -1.325  -0.18
C: 1.689 -0.088 1.171  -0.20
C: 0.551 0.464 -0.914  -0.02
C: 0.521 -0.100 0.345  -0.02
C: -0.647 0.578 -1.851  -0.42
C: -1.402 -0.743 -1.537  -0.48
C: -0.734 -0.740 0.988  -0.26
C: -1.962 -0.728 -0.149  0.33
C: -1.317 0.100 2.204  -0.60
F: -2.792 0.311 0.073  -0.37
I: -3.173 -2.429 0.298  0.07
H: 3.916 1.099 -0.870  0.20
H: 3.828 0.449 1.233  0.21
H: 1.783 1.401 -2.233  0.19
H: 1.519 -0.573 2.075  0.20
H: -1.358 1.411 -1.508  0.23
H: -0.413 0.472 -2.849  0.22
H: -2.159 -0.835 -2.367  0.22
H: -0.781 -1.551 -1.654  0.22
H: -0.512 -1.674 1.261  0.21
H: -1.391 1.200 2.064  0.22
H: -0.681 0.108 3.038  0.21
H: -2.207 -0.330 2.361  0.21

Calculated values
Kohn-Sham gap: 9.7 eV
Energy above the lowest of the compared OMol25 structures with the same formula, charge and spin: 0.0 kJ/mol
Spin multiplicity: 1
LUMO: 0.60 eV

***

Here is a cluster of 17 separate species, C2H38O16S2 in total from the Open Molecules 2025 dataset. Energies are from wB97M-V/def2-TZVPD.

Last column: natural (NBO) charge in e.
Atoms and positions in Å:
C: -0.834 1.310 1.610  -0.78
S: -2.270 2.324 1.120  0.10
S: -1.468 3.852 0.098  0.10
C: -1.819 3.642 -1.636  -0.80
H: -1.141 1.014 2.605  0.25
H: -0.476 0.491 0.985  0.19
H: 0.049 1.929 1.747  0.24
H: -2.798 4.102 -1.808  0.22
H: -1.156 3.907 -2.450  0.22
H: -2.127 2.599 -1.786  0.24
H: -1.161 -3.125 -1.293  0.47
H: -2.142 -4.257 -1.103  0.48
O: -1.819 -3.639 -1.774  -0.96
H: 1.965 4.486 2.234  0.47
H: 2.063 3.404 1.272  0.49
O: 1.484 3.678 2.012  -0.97
H: 0.305 -1.320 -2.813  0.50
H: -0.352 -2.504 -3.411  0.49
O: 0.475 -2.264 -2.970  -0.99
H: 3.061 1.157 0.345  0.49
H: 3.988 2.100 0.798  0.47
O: 3.153 2.124 0.320  -0.95
H: -0.216 -2.254 1.818  0.48
H: -0.337 -3.179 3.055  0.49
O: -0.671 -2.373 2.656  -0.96
H: -3.108 -1.442 1.335  0.49
H: -2.173 -0.639 0.444  0.48
O: -3.095 -0.876 0.554  -0.96
H: -0.965 0.902 -1.400  0.46
H: -2.206 0.127 -1.842  0.51
O: -1.246 0.206 -2.002  -0.99
H: 0.948 -0.730 5.384  0.47
H: -0.067 -0.888 4.280  0.49
O: 0.427 -1.391 4.919  -0.96
H: 4.181 -0.501 -2.044  0.48
H: 3.186 0.775 -2.228  0.50
O: 4.075 0.450 -2.043  -0.99
H: -2.906 -4.479 0.651  0.47
H: -1.455 -4.564 1.220  0.48
O: -2.137 -5.042 0.771  -0.94
H: 1.428 0.073 -4.124  0.49
H: 1.079 1.316 -3.209  0.50
O: 1.549 0.481 -3.265  -0.98
H: 2.573 -2.470 1.366  0.48
H: 2.510 -3.914 1.897  0.49
O: 1.979 -3.215 1.505  -0.97
H: -4.699 0.022 -2.199  0.50
H: -4.135 0.021 -0.599  0.52
O: -4.013 0.116 -1.545  -1.01
H: 1.710 -2.887 -0.666  0.47
H: 2.105 -2.394 -2.090  0.49
O: 2.428 -2.850 -1.298  -0.98
H: 2.301 3.560 -2.325  0.49
H: 1.109 4.206 -3.136  0.48
O: 1.663 3.431 -3.030  -0.96
H: 0.840 1.838 3.694  0.49
H: 0.127 2.087 5.062  0.48
O: 0.226 1.468 4.335  -0.97

Calculated values
Kohn-Sham gap: 8.6 eV
Energy above the lowest of the compared OMol25 structures with the same formula, charge and spin: 0.0 kJ/mol
Spin multiplicity: 1
LUMO: -0.15 eV

***

Here is a cluster of 2 separate species, C5H12O2 in total from the Open Molecules 2025 dataset. Energies are from wB97M-V/def2-TZVPD.

Last column: natural (NBO) charge in e.
Atoms and positions in Å:
C: -3.106 -0.285 -0.454  -0.61
C: -1.980 0.712 -0.193  -0.45
C: 1.596 -0.246 1.075  -0.10
O: 2.680 0.392 0.459  -0.72
C: 0.354 0.579 0.868  -0.23
C: -0.950 0.290 0.854  -0.16
H: -4.075 0.197 -0.348  0.22
H: -3.085 -1.092 0.271  0.21
H: -3.042 -0.700 -1.457  0.21
H: -2.342 1.645 0.276  0.22
H: -1.544 1.000 -1.147  0.21
H: 1.363 -1.240 0.682  0.18
H: 1.840 -0.396 2.141  0.16
H: 3.511 -0.061 0.615  0.48
H: 0.679 1.616 0.711  0.21
H: -1.396 -0.453 1.523  0.18
H: 0.274 -1.356 -1.789  0.46
H: 1.107 -0.132 -1.836  0.47
O: 1.162 -1.073 -2.053  -0.93

Calculated values
Kohn-Sham gap: 9.4 eV
Energy above the lowest of the compared OMol25 structures with the same formula, charge and spin: 278.5 kJ/mol
Spin multiplicity: 1
LUMO: 0.93 eV

***

Question: The highest LUMO belongs to which entry?
Answer: C6H10O2P